[1]
{
  "formula": "C26H34CoN3O4SSi2Te",
  "method": "the ωB97M-V functional and the def2-TZVPD basis",
  "s2": 0.7583,
  "total_charge": -1,
  "homo_energy_ev": [-4.12, -4.08],
  "spin_multiplicity": 2,
  "symbols": ["Co", "C", "C", "N", "C", "C", "C", "C", "C", "C", "C", "N", "C", "C", "C", "C", "C", "C", "C", "C", "N", "C", "H", "H", "H", "H", "H", "H", "H", "H", "H", "H", "H", "H", "O", "S", "O", "O", "O", "C", "Si", "C", "C", "C", "Te", "C", "Si", "C", "C", "C", "H", "H", "H", "H", "H", "H", "H", "H", "H", "H", "H", "H", "H", "H", "H", "H", "H", "H", "H", "H", "H", "H"],
  "coordinates": [[-0.7629, 2.0680, -0.0414], [-1.2031, 1.9300, 4.1896], [-1.5215, 1.9134, 2.8307], [-0.5925, 1.9147, 1.8955], [0.7179, 1.9958, 2.2541], [1.1261, 1.9945, 3.6070], [0.1115, 1.9523, 4.5843], [2.5060, 2.0145, 3.9000], [3.4109, 1.9994, 2.8682], [3.0177, 2.0249, 1.5249], [1.6655, 2.0739, 1.1768], [1.0698, 2.1595, -0.0487], [1.6490, 2.2511, -1.2817], [2.9835, 2.4411, -1.6444], [3.3645, 2.4425, -2.9908], [2.4611, 2.2887, -4.0130], [1.0891, 2.1585, -3.7078], [0.0689, 2.0507, -4.6741], [-1.2402, 1.9838, -4.2650], [-1.5457, 1.9957, -2.9017], [-0.6089, 2.0449, -1.9780], [0.6950, 2.1465, -2.3508], [-1.9948, 1.9035, 4.9258], [-2.5452, 1.9140, 2.4788], [0.3810, 1.9431, 5.6335], [2.8356, 2.0220, 4.9320], [4.4705, 1.9762, 3.0952], [3.7834, 1.9986, 0.7704], [3.7398, 2.6211, -0.9017], [4.4145, 2.5672, -3.2298], [2.7842, 2.2956, -5.0472], [0.3277, 2.0449, -5.7262], [-2.0372, 1.9208, -4.9932], [-2.5657, 1.9878, -2.5394], [-3.6092, 3.7863, 1.2368], [-2.8635, 3.4741, 0.0305], [-3.5214, 3.8829, -1.1973], [-2.6268, 1.9419, -0.0190], [-1.4497, 3.9972, 0.1002], [2.4277, -4.0301, -2.5594], [1.9541, -2.8032, -1.1939], [2.1648, -3.6271, 0.4944], [3.0906, -1.3070, -1.2849], [0.1613, -2.2630, -1.4070], [-0.4091, -0.8594, 0.1623], [-2.5241, -1.2261, -0.0763], [-3.1022, -2.4659, 1.2139], [-4.9160, -2.9600, 0.9784], [-2.0960, -4.0707, 1.1035], [-2.8466, -1.6954, 2.9180], [3.4697, -4.3417, -2.4533], [2.3163, -3.5748, -3.5463], [1.8058, -4.9277, -2.5327], [3.2041, -3.9078, 0.6794], [1.5497, -4.5253, 0.5886], [1.8578, -2.9282, 1.2754], [4.1407, -1.5979, -1.2072], [2.8690, -0.6170, -0.4659], [2.9579, -0.7565, -2.2191], [-0.5099, -3.1230, -1.3680], [0.0155, -1.7503, -2.3596], [-2.6917, -1.5426, -1.1057], [-2.9824, -0.2422, 0.0573], [-5.0657, -3.4430, 0.0099], [-5.5801, -2.0942, 1.0253], [-5.2269, -3.6650, 1.7531], [-2.2488, -4.5715, 0.1434], [-2.3819, -4.7703, 1.8922], [-1.0297, -3.8567, 1.2061], [-3.4296, -0.7760, 3.0161], [-1.7952, -1.4317, 3.0522], [-3.1342, -2.3699, 3.7272]],
  "atomic_forces_ev_per_a": [[-0.28, -1.09, -0.04], [0.41, -0.07, 0.61], [-0.07, -0.11, -0.62], [0.16, 0.38, 0.52], [0.08, -0.08, 0.44], [-0.05, -0.03, -0.38], [-0.39, 0.03, -0.21], [0.37, -0.04, -0.01], [-0.13, -0.01, 0.43], [-0.30, 0.00, -0.29], [0.36, 0.06, -0.30], [1.52, 0.21, 0.05], [0.35, -0.01, 0.25], [-0.31, -0.04, 0.31], [-0.12, -0.03, -0.45], [0.37, 0.05, 0.01], [-0.03, -0.03, 0.39], [-0.40, 0.02, 0.20], [0.41, -0.03, -0.58], [-0.09, -0.01, 0.57], [0.11, 0.17, -0.51], [0.08, -0.05, -0.41], [-0.06, 0.04, -0.06], [-0.02, 0.02, -0.04], [0.00, 0.01, 0.01], [-0.02, -0.01, -0.01], [0.00, 0.01, -0.01], [0.01, 0.01, 0.03], [0.01, -0.03, -0.02], [0.00, 0.03, 0.01], [-0.02, -0.01, 0.01], [0.00, 0.00, -0.01], [-0.06, 0.03, 0.06], [-0.01, -0.02, 0.05], [-0.08, -0.03, 0.13], [-0.30, 0.66, 0.06], [-0.09, -0.04, -0.15], [-0.79, 0.03, -0.01], [-0.55, 0.26, -0.01], [-0.09, 0.18, 0.15], [0.14, -0.15, 0.04], [-0.07, 0.11, -0.23], [-0.24, -0.13, 0.01], [0.28, 0.20, 0.24], [-0.20, -0.61, -0.53], [0.00, -0.13, 0.40], [0.05, -0.23, 0.12], [0.18, 0.20, 0.00], [-0.07, 0.27, -0.07], [-0.07, -0.02, -0.24], [0.00, 0.01, 0.02], [0.00, 0.01, 0.01], [-0.02, 0.02, 0.02], [0.01, 0.01, -0.05], [-0.02, 0.01, -0.02], [0.01, -0.03, 0.03], [-0.01, -0.02, 0.02], [0.04, 0.06, 0.00], [-0.01, 0.03, 0.00], [-0.04, 0.03, 0.12], [-0.02, 0.00, 0.00], [0.10, 0.02, -0.04], [-0.04, 0.01, -0.04], [0.02, 0.01, -0.01], [0.01, 0.00, 0.00], [0.02, 0.00, 0.02], [-0.02, 0.01, 0.00], [-0.02, 0.02, 0.02], [0.01, -0.02, 0.03], [-0.01, -0.02, -0.01], [0.01, -0.01, 0.02], [-0.02, -0.03, -0.03]],
  "mulliken_charge": [-0.826, -1.216, -0.063, 0.803, 0.467, 0.697, -0.715, -0.905, -1.127, -1.028, 0.929, 0.493, 0.848, -0.873, -0.975, -1.001, 0.839, -0.740, -1.044, 0.149, 0.646, 0.389, 0.409, 0.644, 0.417, 0.382, 0.362, 0.123, 0.276, 0.372, 0.383, 0.419, 0.404, 0.478, -0.783, 1.548, -0.783, -0.809, -0.601, -1.043, 0.060, -1.011, -0.553, -0.868, -0.058, -0.648, 0.212, -1.058, -0.830, -1.002, 0.285, 0.300, 0.285, 0.362, 0.293, 0.319, 0.450, 0.011, 0.163, 0.426, 0.540, 0.652, 0.091, 0.308, 0.308, 0.292, 0.295, 0.388, 0.060, 0.278, 0.270, 0.434]
}



[2]
{
  "formula": "C20H35HfN9",
  "method": "the ωB97M-V functional and the def2-TZVPD basis",
  "total_charge": 4,
  "homo_energy_ev": -20.04,
  "symbols": ["Hf", "C", "N", "C", "C", "N", "C", "C", "N", "C", "C", "N", "C", "N", "C", "C", "C", "N", "C", "H", "H", "H", "H", "H", "H", "H", "H", "H", "H", "H", "H", "H", "H", "H", "H", "H", "H", "H", "H", "H", "H", "H", "H", "N", "C", "C", "C", "N", "C", "C", "H", "H", "H", "H", "H", "H", "C", "C", "C", "N", "H", "H", "H", "H", "H"],
  "coordinates": [[-0.1405, -0.4786, 0.0080], [1.8345, -2.8535, 1.0510], [3.0105, -2.0363, 0.9954], [4.3431, -2.6037, 1.2571], [5.2465, -1.3810, 1.0745], [4.3471, -0.3633, 0.4915], [4.8704, 0.9985, 0.3526], [3.1001, -0.8047, 0.4665], [1.9801, -0.1762, -0.0095], [2.1946, 1.0233, -0.8651], [0.8481, 1.4480, -1.4624], [-0.1323, 1.5607, -0.3580], [-0.2558, 2.6730, 0.4139], [-0.7943, 2.5609, 1.6434], [-1.2772, 1.3621, 2.2746], [-1.0450, 3.8841, 2.2384], [-0.3043, 4.8123, 1.2699], [0.0535, 3.9263, 0.1416], [0.6759, 4.5214, -1.0411], [1.9904, -3.6342, 1.7948], [1.6099, -3.3354, 0.0980], [0.9556, -2.2749, 1.4147], [4.5645, -3.3869, 0.5307], [4.3965, -3.0252, 2.2591], [6.0771, -1.5734, 0.3982], [5.6497, -1.0128, 2.0183], [5.9031, 0.9898, 0.6896], [4.3259, 1.6973, 0.9878], [4.8740, 1.3407, -0.6799], [2.8975, 0.7927, -1.6680], [2.5833, 1.8633, -0.2876], [0.4770, 0.6659, -2.1644], [0.9615, 2.3618, -2.0369], [-2.2540, 1.0462, 1.9092], [-1.3674, 1.5517, 3.3439], [-0.5318, 0.5254, 2.1957], [-0.6566, 3.9318, 3.2545], [-2.1166, 4.0877, 2.2678], [0.6004, 5.2391, 1.7039], [-0.9299, 5.6271, 0.9107], [0.8307, 5.5777, -0.8387], [0.0321, 4.4507, -1.9186], [1.6555, 4.0911, -1.2493], [-6.3204, -0.1652, -1.1113], [-5.0475, -0.2944, -0.8148], [-4.5957, -1.0557, 0.3048], [-3.2721, -1.1325, 0.5868], [-2.2908, -0.5154, -0.1482], [-2.7255, 0.1882, -1.2499], [-4.0260, 0.3174, -1.6052], [-7.0444, -0.6081, -0.5620], [-6.6290, 0.3930, -1.8947], [-5.3070, -1.5740, 0.9351], [-2.9418, -1.7044, 1.4476], [-1.9623, 0.6491, -1.8675], [-4.2886, 0.8819, -2.4906], [-2.4859, -5.0985, -1.6395], [-1.1024, -4.6322, -2.1574], [-0.7257, -3.3591, -1.6457], [-0.4083, -2.3248, -1.2405], [-2.7120, -6.0504, -2.1145], [-3.2713, -4.3929, -1.9040], [-2.4781, -5.2541, -0.5621], [-1.1153, -4.5732, -3.2526], [-0.3332, -5.3650, -1.8893]],
  "atomic_forces_ev_per_a": [[0.13, 0.23, -0.28], [0.32, -0.03, -0.29], [-0.15, 0.16, 0.06], [0.15, -0.02, 0.04], [0.13, -0.14, 0.08], [-0.08, 0.01, -0.11], [0.03, 0.23, -0.04], [0.20, -0.27, 0.11], [-0.32, 0.01, 0.04], [0.09, 0.17, -0.20], [0.43, -0.33, 0.70], [0.35, -0.37, -0.02], [-0.38, 0.10, 0.33], [0.12, -0.09, 0.00], [-0.17, 0.30, -0.26], [-0.08, 0.14, 0.02], [0.03, 0.09, 0.19], [0.06, -0.03, -0.13], [0.02, 0.01, -0.23], [-0.15, 0.05, 0.10], [-0.10, 0.07, 0.00], [-0.11, 0.08, 0.15], [-0.04, 0.00, 0.00], [-0.02, 0.02, 0.00], [-0.02, 0.02, -0.01], [-0.06, 0.05, 0.00], [0.00, -0.06, 0.02], [0.03, -0.04, 0.01], [0.01, -0.06, 0.01], [-0.03, 0.00, 0.00], [-0.01, -0.05, 0.01], [0.03, 0.10, -0.12], [-0.22, -0.19, -0.29], [0.04, -0.07, -0.03], [0.16, -0.18, 0.05], [0.11, -0.02, 0.05], [0.05, -0.03, -0.03], [0.02, -0.02, -0.02], [0.02, -0.04, -0.04], [-0.01, -0.02, -0.02], [-0.02, 0.00, 0.05], [-0.02, -0.04, 0.04], [0.00, 0.05, 0.07], [-0.02, -0.03, 0.05], [0.20, 0.01, -0.02], [-0.08, -0.06, 0.05], [0.05, -0.02, 0.02], [-0.58, 0.07, 0.05], [-0.24, -0.19, 0.07], [-0.04, 0.03, -0.07], [0.00, 0.01, 0.01], [-0.02, -0.02, -0.04], [0.02, 0.02, 0.02], [-0.03, -0.02, 0.01], [-0.05, 0.08, -0.03], [0.03, 0.00, 0.01], [-0.02, 0.02, 0.05], [-0.52, -0.85, -0.23], [0.36, 0.54, -0.07], [0.13, 0.30, 0.14], [0.02, 0.01, -0.01], [0.03, 0.01, -0.03], [0.03, 0.02, -0.01], [0.11, 0.14, 0.03], [0.09, 0.13, 0.00]],
  "mulliken_charge": [-0.235, -1.127, 0.035, -0.593, -0.746, 0.041, -1.032, 0.613, 0.080, -0.359, -1.625, 0.379, 0.583, 0.065, -0.777, -0.571, -0.717, 0.020, -1.042, 0.415, 0.346, 0.444, 0.355, 0.394, 0.403, 0.435, 0.438, 0.419, 0.332, 0.891, 0.394, 0.243, 0.684, 0.324, 0.462, 0.358, 0.406, 0.333, 0.405, 0.455, 0.418, 0.382, 0.369, -0.367, 0.981, -0.839, -0.587, 0.288, -0.210, -0.770, 0.245, 0.239, 0.462, 0.567, 0.372, 0.451, -1.155, -0.368, 0.480, -0.620, 0.366, 0.349, 0.377, 0.305, 0.336]
}



[3]
{
  "formula": "C30H34F6FeN2O6PS2",
  "method": "the ωB97M-V functional and the def2-TZVPD basis",
  "s2": 0.7888,
  "total_charge": 2,
  "homo_energy_ev": [-13.20, -14.57],
  "spin_multiplicity": 2,
  "symbols": ["Fe", "C", "C", "C", "C", "C", "O", "C", "N", "C", "C", "C", "C", "C", "C", "P", "C", "C", "C", "C", "C", "C", "C", "C", "C", "C", "C", "C", "H", "H", "H", "H", "H", "H", "H", "H", "H", "H", "H", "H", "H", "H", "H", "H", "H", "H", "H", "H", "H", "H", "H", "H", "F", "C", "F", "F", "S", "O", "O", "N", "S", "O", "O", "C", "F", "F", "F", "C", "C", "O", "C", "C", "H", "H", "H", "H", "H", "H", "H", "H", "H", "H"],
  "coordinates": [[-0.2446, 0.6905, -0.3965], [-4.7198, 1.9561, 1.0769], [-3.4141, 1.1697, 1.1596], [-3.3688, 0.2994, 2.4131], [-3.2126, 0.3768, -0.1419], [-4.1832, -0.7869, -0.3139], [-3.4102, -1.9242, 0.1339], [-2.1348, -1.5697, 0.1453], [-1.8955, -0.3294, -0.1386], [-1.2188, -2.6529, 0.5614], [-1.8052, -3.7604, 1.1733], [-1.0266, -4.7980, 1.6617], [0.3497, -4.7494, 1.5332], [0.9434, -3.6620, 0.9067], [0.1771, -2.6099, 0.4209], [0.9936, -1.2606, -0.4606], [2.7265, -1.2892, 0.0806], [3.7061, -1.8681, -0.6775], [5.0590, -1.8512, -0.2929], [5.4592, -1.1732, 0.8782], [4.5501, -0.5697, 1.6790], [3.0944, -0.6913, 1.4062], [1.0761, -1.7803, -2.1934], [1.7701, -0.9623, -3.0901], [1.8796, -1.3267, -4.4206], [1.2890, -2.5043, -4.8666], [0.5993, -3.3180, -3.9813], [0.4955, -2.9631, -2.6420], [-4.8399, 2.5940, 1.9527], [-5.5864, 1.2927, 1.0482], [-4.7553, 2.5897, 0.1893], [-2.5809, 1.8774, 1.2181], [-4.1739, -0.4376, 2.4328], [-3.4920, 0.9232, 3.2985], [-2.4192, -0.2311, 2.5171], [-3.2603, 1.0616, -0.9874], [-4.4832, -0.9723, -1.3441], [-5.0647, -0.7206, 0.3169], [-2.8785, -3.8044, 1.2787], [-1.5018, -5.6425, 2.1412], [0.9639, -5.5557, 1.9107], [2.0190, -3.6412, 0.7872], [3.4410, -2.3438, -1.6129], [5.7972, -2.3278, -0.9216], [6.5083, -1.1312, 1.1381], [4.8428, -0.0523, 2.5839], [2.6495, -1.2814, 2.2140], [2.2476, -0.0503, -2.7437], [2.4294, -0.7001, -5.1100], [1.3738, -2.7887, -5.9068], [0.1483, -4.2376, -4.3285], [-0.0330, -3.6115, -1.9549], [3.3741, 4.1510, -0.0446], [3.0021, 3.4307, 0.9925], [1.9037, 3.9336, 1.5266], [3.9630, 3.3348, 1.8811], [2.6689, 1.7335, 0.2892], [1.4627, 1.8949, -0.5101], [3.8873, 1.3249, -0.3004], [2.3648, 0.6735, 1.5843], [0.8856, 0.5742, 2.3513], [-0.1052, 1.2663, 1.5549], [0.6409, -0.7634, 2.7571], [1.1326, 1.4815, 3.9604], [1.3379, 2.7730, 3.8046], [0.0185, 1.2789, 4.6473], [2.1669, 0.9156, 4.5540], [-2.3132, 4.4916, -0.0730], [-0.9904, 3.7813, -0.2200], [-1.1333, 2.5016, -0.8919], [-0.9103, 2.5735, -2.3101], [-0.9848, 1.1610, -2.8452], [-2.1263, 5.4976, 0.3048], [-2.9807, 3.9888, 0.6233], [-2.8168, 4.5909, -1.0356], [-0.5230, 3.5787, 0.7413], [-0.2989, 4.3879, -0.8093], [0.0756, 3.0068, -2.4966], [-1.6663, 3.2181, -2.7608], [-0.3147, 0.4472, -2.3175], [-0.6162, 1.1246, -3.8696], [-1.9908, 0.7472, -2.8200]],
  "atomic_forces_ev_per_a": [[0.28, 0.42, -0.11], [0.00, 0.00, 0.02], [0.06, -0.02, -0.04], [0.01, -0.01, 0.01], [0.00, -0.10, -0.03], [-0.03, 0.06, 0.07], [-0.03, -0.04, 0.04], [0.02, 0.07, -0.08], [-0.05, -0.05, 0.07], [0.06, 0.03, 0.01], [-0.01, -0.01, 0.01], [-0.02, -0.01, 0.00], [0.01, 0.01, 0.00], [-0.02, 0.01, -0.04], [-0.03, -0.09, -0.05], [-0.21, -0.16, -0.05], [0.01, -0.08, -0.05], [0.00, -0.03, 0.02], [-0.01, 0.00, -0.04], [0.00, 0.04, 0.10], [0.09, -0.09, 0.00], [-0.03, -0.01, 0.05], [0.08, -0.07, 0.00], [-0.02, 0.04, -0.03], [-0.01, 0.02, 0.00], [-0.02, -0.02, 0.00], [0.01, 0.01, -0.03], [-0.04, 0.06, 0.03], [0.01, 0.00, -0.01], [0.00, 0.01, 0.01], [-0.02, 0.00, -0.01], [-0.05, 0.00, -0.02], [-0.01, 0.00, -0.02], [0.01, 0.01, 0.00], [0.00, -0.01, -0.01], [0.00, 0.01, 0.04], [0.04, 0.01, -0.02], [-0.01, -0.02, -0.03], [-0.01, 0.00, 0.00], [0.00, 0.00, 0.00], [0.00, 0.00, 0.00], [0.00, 0.00, 0.00], [0.03, 0.00, 0.01], [-0.01, 0.00, 0.00], [0.00, 0.01, -0.01], [-0.01, 0.00, 0.00], [-0.01, 0.02, 0.04], [0.00, 0.01, 0.00], [0.00, 0.00, 0.00], [0.00, 0.00, 0.00], [0.00, 0.00, 0.00], [0.01, -0.01, 0.00], [0.01, -0.02, 0.09], [-0.07, -0.02, -0.01], [0.03, -0.05, 0.00], [-0.05, 0.02, 0.05], [-0.27, 0.03, -0.11], [0.35, -0.16, 0.17], [-0.13, 0.04, -0.08], [0.04, 0.20, -0.23], [0.02, -0.21, 0.30], [0.05, 0.34, 0.11], [0.14, 0.03, -0.13], [-0.36, 0.15, 0.38], [0.04, -0.18, -0.18], [0.31, 0.02, -0.17], [-0.11, 0.06, -0.12], [-0.02, 0.07, -0.03], [0.06, 0.06, -0.04], [-0.10, -0.26, 0.13], [-0.06, 0.01, 0.00], [-0.14, 0.06, 0.06], [-0.03, 0.01, 0.00], [0.04, -0.02, -0.02], [0.00, 0.01, 0.01], [-0.08, -0.04, 0.01], [0.07, -0.05, 0.02], [0.00, 0.02, 0.04], [0.01, -0.04, -0.06], [0.13, -0.05, -0.10], [0.03, -0.05, 0.01], [0.01, 0.03, 0.01]],
  "mulliken_charge": [0.946, -1.830, 1.714, -1.594, -0.517, -0.825, -0.424, 0.525, 0.871, 0.307, -0.936, -0.831, -0.960, -0.901, 0.087, 2.912, 0.316, -0.651, -0.976, -0.779, -1.031, -0.277, -0.149, 0.184, -0.747, -0.800, -0.750, -0.870, 0.450, 0.399, 0.442, -0.843, 0.312, 0.500, 0.206, 0.617, 0.285, 0.406, 0.612, 0.458, 0.490, 0.558, 0.529, 0.495, 0.484, 0.564, 0.914, 0.460, 0.489, 0.422, 0.459, 0.510, -0.168, 0.445, -0.141, -0.179, 1.249, -0.919, -0.550, 0.007, 0.663, -0.806, -0.650, 0.544, -0.145, -0.163, -0.165, -1.346, -0.398, 0.498, -0.870, -0.928, 0.458, 0.214, 0.340, 0.005, 0.577, 0.401, 0.559, 0.357, 0.549, 0.334]
}



Calculated F_max, 1.5, 1.0, 0.5 eV/Å (same order as the records).